The following is a quantum chemistry calculation of a structure of composition C24H33ClIrN6O3STe, from the Open Molecules 2025 dataset.

multiplicity	2
⟨S²⟩	0.76
HOMO-LUMO gap (alpha / beta)	7.0 / 5.5	eV
energy relative to the best compared isomer or geometry (same formula, charge and spin)	18.6	kJ/mol
net charge	+2
HOMO level (alpha / beta)	-12.576 / -12.748	eV
DFT total energy	-73985.14057	eV

Element x y z (Å)
C  4.45  3.30  -0.86
Cl  -5.60  -1.28  -0.27
C  5.17  1.54  0.61
C  -5.01  0.31  -0.85
C  1.71  2.65  1.66
H  2.52  4.12  -0.47
C  -1.80  2.63  0.71
S  1.54  -0.45  0.11
H  -3.09  -2.39  -1.22
C  -2.62  3.76  0.81
H  3.86  -0.31  2.24
C  3.68  0.74  2.48
H  6.35  2.30  -1.00
H  1.36  -5.64  -1.19
C  -0.54  -4.27  0.19
H  -1.55  -2.65  -3.20
H  3.80  0.42  -1.19
C  -2.25  -3.08  -1.24
N  1.68  -4.76  -0.77
C  0.55  -3.74  -0.72
C  -3.52  0.20  -1.11
H  1.01  -2.84  -0.31
O  -3.07  0.30  -2.25
N  0.87  1.60  -1.52
C  1.81  0.80  -1.12
H  -0.17  -4.39  1.21
H  0.87  -3.07  -2.75
H  -2.65  4.46  -0.01
Te  1.61  0.95  2.94
C  5.41  2.37  -0.47
C  -3.37  4.00  1.95
C  -2.46  1.99  2.95
C  -1.16  -2.59  -2.19
C  3.96  1.63  1.30
N  -0.81  -1.17  -1.93
H  -3.84  3.29  3.92
N  3.05  0.91  -1.64
C  -1.73  1.71  1.79
C  -3.27  3.11  3.02
H  4.27  1.00  3.36
C  -0.89  2.54  -0.41
H  -0.86  -5.25  -0.16
H  3.28  1.76  -2.13
H  2.46  -4.42  -1.34
C  3.26  3.39  -0.17
H  -2.47  -1.72  1.18
N  -1.55  -2.10  0.94
C  -1.78  -3.37  0.19
H  -0.60  3.44  -0.94
H  -2.40  1.30  3.77
H  1.62  3.55  2.27
H  5.92  0.82  0.92
H  2.04  -4.98  0.16
H  -2.57  -3.91  0.70
C  3.01  2.56  0.92
H  0.86  2.60  0.99
O  -0.95  0.62  1.79
N  -0.28  1.46  -0.74
H  -2.65  -4.02  -1.65
H  -4.00  4.87  2.01
H  -5.21  1.04  -0.07
H  0.03  -0.92  -2.45
O  -2.83  -0.05  -0.05
C  0.07  -3.49  -2.14
H  -1.58  -0.58  -2.32
Ir  -0.79  -0.34  0.00
H  -5.53  0.55  -1.77
H  -0.21  -4.45  -2.59
H  4.64  3.96  -1.70
H  -1.10  -2.31  1.83